# C26H45ClFeNP

A structure of composition C26H45ClFeNP at a distorted geometry (ωB97M-V/def2-TZVPD, the OMol25 dataset).

Structure (XYZ):
```
75
Properties=species:S:1:pos:R:3:forces:R:3:lowdin_charge:R:1
Fe -1.6897 2.1285 0.6695 0.46 0.39 0.85 0.23
Cl -3.2251 3.6189 1.0357 -1.39 1.33 0.40 0.05
P -0.3597 -0.5419 0.0726 -0.44 -0.37 2.16 1.06
C -0.8698 0.3933 1.4981 0.04 -0.59 0.28 -0.39
H -0.1223 0.3714 2.3065 -0.05 0.06 -0.67 0.02
H -1.8349 0.0706 1.9311 0.50 -0.23 -0.55 0.03
C -0.9095 -0.2325 -1.6828 -0.44 0.33 0.33 -0.36
C -1.0249 -2.1862 0.6580 0.12 -0.18 -0.85 -0.37
C -0.0535 -0.9980 -2.6942 0.16 -0.16 -0.15 -0.22
H -1.9409 -0.6228 -1.6998 0.22 0.04 0.07 0.10
C -0.6895 -0.9671 -4.0881 -0.17 0.13 0.09 -0.19
H 0.9371 -0.5240 -2.7458 -0.24 -0.21 -0.09 0.10
H 0.1005 -2.0414 -2.3919 -0.07 0.21 -0.09 0.09
C -0.9629 0.4687 -4.5646 0.14 -0.03 0.00 -0.21
H -0.0224 -1.4803 -4.7943 -0.18 0.07 0.07 0.11
H -1.6346 -1.5328 -4.0600 0.18 0.12 0.00 0.12
C -1.6567 1.3351 -3.5025 -0.09 -0.32 0.00 -0.19
H -0.0118 0.9380 -4.8523 -0.04 -0.06 0.10 0.11
H -1.5723 0.4348 -5.4754 0.06 0.05 0.08 0.10
C -0.9992 1.2505 -2.1181 -0.06 0.15 0.00 -0.22
H -1.6831 2.3767 -3.8380 -0.01 -0.08 0.07 0.11
H -2.7004 1.0046 -3.4056 0.11 0.08 0.06 0.12
H 0.0108 1.6895 -2.1520 -0.21 -0.08 0.00 0.11
H -1.6072 1.8546 -1.3905 0.60 -0.63 -0.94 0.05
C 1.4805 -0.5772 0.1397 0.06 -0.12 -0.09 -0.36
C -0.3285 -2.6574 1.9507 0.07 -0.02 -0.05 -0.20
H -2.0465 -1.8663 0.9203 0.16 -0.04 -0.07 0.11
C -1.1083 -3.8067 2.5962 -0.19 0.17 -0.16 -0.20
H 0.6901 -3.0125 1.7355 -0.20 0.03 0.00 0.10
H -0.2213 -1.8285 2.6597 -0.12 -0.13 -0.19 0.10
C -1.3496 -4.9541 1.6115 0.21 -0.07 -0.10 -0.21
H -0.5496 -4.1748 3.4619 -0.09 0.00 0.00 0.11
H -2.0687 -3.4233 2.9710 0.14 -0.05 -0.10 0.12
C -1.9005 -4.5056 0.2510 -0.22 0.11 0.04 -0.20
H -0.4015 -5.4850 1.4536 0.01 0.07 -0.02 0.11
H -2.0330 -5.6848 2.0547 0.03 0.01 -0.03 0.10
C -1.1570 -3.3126 -0.3657 0.03 -0.28 0.17 -0.21
H -1.8682 -5.3447 -0.4495 -0.10 -0.04 0.05 0.10
H -2.9571 -4.2271 0.3698 0.14 0.00 -0.02 0.12
H -0.1675 -3.6340 -0.7193 -0.12 -0.02 0.06 0.10
H -1.7119 -2.9550 -1.2427 0.08 -0.09 0.14 0.11
C 2.1736 0.6004 -0.5627 0.01 0.29 -0.02 -0.19
H 1.6819 -0.4910 1.2210 -0.04 -0.03 -0.21 0.12
C 3.6884 0.5872 -0.3140 -0.03 -0.17 0.12 -0.19
H 1.9914 0.5534 -1.6444 0.08 -0.05 0.20 0.10
H 1.7569 1.5587 -0.2269 0.16 -0.26 -0.04 0.08
C 4.3454 -0.7662 -0.6273 0.02 -0.05 0.00 -0.20
H 4.1518 1.3627 -0.9356 -0.02 -0.05 0.19 0.11
H 3.8831 0.8498 0.7348 -0.09 0.00 -0.13 0.11
C 3.5765 -1.9714 -0.0653 -0.05 0.08 -0.07 -0.19
H 4.4438 -0.8765 -1.7148 -0.11 -0.02 0.05 0.11
H 5.3671 -0.7806 -0.2272 -0.10 0.05 -0.11 0.10
C 2.0775 -1.8970 -0.3639 0.10 -0.18 -0.10 -0.21
H 3.9662 -2.8968 -0.5069 0.08 0.10 0.14 0.11
H 3.7284 -2.0413 1.0215 -0.05 0.06 -0.14 0.11
H 1.9196 -1.9778 -1.4476 0.16 0.02 0.24 0.10
H 1.5713 -2.7599 0.0841 0.20 0.24 -0.14 0.08
C 0.1289 3.3216 0.6959 -0.39 -0.48 -0.43 -0.35
C 0.5271 2.6040 1.8503 1.74 0.60 -0.14 -0.28
H 0.3862 2.9320 -0.2929 0.51 0.26 0.13 0.05
C 0.2289 3.0687 3.2228 0.11 0.34 0.42 -0.25
H 1.2663 1.8003 1.7512 -0.23 0.13 0.20 0.06
C -0.6762 4.3144 3.2528 -0.26 -0.45 -0.12 -0.24
H -0.2734 2.2550 3.7762 -0.02 -0.05 0.24 0.09
H 1.1589 3.2791 3.7858 -0.20 -0.02 -0.07 0.10
C -0.2847 5.3421 2.1978 0.17 0.16 -0.17 -0.21
H -1.7068 3.9978 3.0676 0.13 0.06 -0.01 0.04
H -0.6722 4.7669 4.2513 0.11 0.00 -0.05 0.10
C -0.1705 4.7841 0.7581 -0.25 0.61 -0.29 -0.27
H -1.0092 6.1632 2.2013 0.02 -0.04 0.02 0.10
H 0.6743 5.7899 2.4860 0.06 -0.09 -0.01 0.10
H -1.0968 4.9720 0.2036 0.06 0.24 0.22 0.04
H 0.6053 5.3558 0.2234 0.10 0.10 0.10 0.09
N -4.0447 0.0557 -0.0809 1.24 0.66 0.22 -0.03
C -3.1434 0.7851 0.1109 -2.32 -1.60 -1.08 -0.44
```
Positions in Å, forces in eV/Å.

Computed properties:
- 2S+1 = 6
- E_HOMO (alpha / beta) (eV) = -0.5 / -4.1
- calculated total energy (Ha) = -3137.65571
- energy relative to the best compared isomer or geometry (same formula, charge and spin) (eV) = 0.000
- Kohn-Sham gap (alpha / beta) (eV) = 2.93 / 6.47
- charge = -1
- <S²> = 8.77

=====

# C47H68N9O5S2

A cluster of 12 separate species, C47H68N9O5S2 in total at a distorted geometry (ωB97M-V/def2-TZVPD, the OMol25 dataset).

Structure (XYZ):
```
131
Properties=species:S:1:pos:R:3:forces:R:3:lowdin_charge:R:1
C -14.8209 3.0159 0.0207 1.02 -0.73 0.08 -0.11
C -14.5399 1.4627 -0.1722 -2.46 -0.54 -0.39 -0.70
C -13.1578 1.1461 0.3658 0.16 -0.33 0.59 -0.13
O -15.5713 0.6091 0.2294 1.04 0.95 0.46 -0.42
H -13.9853 3.5566 -0.4238 0.16 0.21 -0.43 0.03
H -14.7198 3.2844 1.0722 -0.50 -0.11 0.34 0.05
H -15.7355 3.4171 -0.4161 -0.19 -0.40 0.13 0.04
H -14.4762 1.2860 -1.2459 0.36 0.54 -0.96 0.08
H -12.6497 0.3414 -0.1657 -0.08 0.02 -0.37 0.05
H -13.2689 0.7422 1.3721 0.03 0.37 0.38 0.06
H -12.5357 2.0408 0.3426 0.35 -0.04 0.19 0.05
C -11.7116 2.1652 -7.7015 0.04 1.02 0.20 -0.22
C -10.4046 2.8947 -8.1638 -0.24 -0.89 1.16 -0.19
C -9.7492 1.9887 -9.2249 -0.97 1.26 -0.12 -0.24
S -10.0999 0.3075 -8.8063 0.64 -0.91 0.66 0.69
O -9.0337 -0.1771 -7.9156 -1.51 0.60 -0.92 -0.33
O -10.4499 -0.4542 -9.9902 0.41 0.27 0.43 -0.34
C -11.6322 0.6972 -7.9257 -0.03 -1.46 0.02 -0.24
H -12.5720 2.5360 -8.2585 0.07 0.22 0.07 0.11
H -11.8982 2.3299 -6.6403 0.00 0.38 -0.12 0.12
H -9.7927 3.0001 -7.2679 0.29 0.13 -0.20 0.11
H -10.7046 3.8850 -8.5063 0.48 -0.09 -0.28 0.11
H -8.6852 2.1190 -9.4223 -0.23 0.05 -0.06 0.11
H -10.4081 2.1745 -10.0731 0.60 -0.22 -0.69 0.11
H -11.6391 0.1104 -7.0072 0.12 -0.02 -0.05 0.11
H -12.4710 0.3738 -8.5421 0.32 -0.34 -0.09 0.11
C -12.6288 10.3350 -3.9747 0.86 0.72 -0.57 -0.21
C -13.2602 9.3161 -4.9302 -0.99 0.26 0.27 -0.22
C -13.4268 10.0521 -6.2546 1.05 0.38 -0.05 -0.21
S -11.7884 10.9073 -6.4819 -2.14 -0.45 0.64 0.68
O -12.0861 12.2468 -6.9288 0.60 0.02 0.00 -0.34
O -10.9115 10.0336 -7.2157 0.25 0.21 0.05 -0.33
C -11.3922 10.8704 -4.7027 1.06 0.00 0.00 -0.23
H -12.3710 10.0040 -2.9687 -0.03 -0.38 -0.20 0.12
H -13.2601 11.2139 -3.8438 -0.53 -0.22 -0.02 0.11
H -14.2540 9.0994 -4.5384 0.01 -0.47 -0.08 0.11
H -12.6961 8.3914 -5.0522 0.11 0.10 0.20 0.12
H -14.1902 10.8232 -6.1516 0.15 0.11 -0.13 0.10
H -13.6097 9.4699 -7.1578 0.07 -0.15 0.21 0.10
H -11.0368 11.8487 -4.3789 -0.37 0.15 -0.16 0.10
H -10.5230 10.2222 -4.5916 -0.11 -0.29 -0.15 0.10
N -14.7128 -4.4012 -4.4505 1.75 -1.27 -0.93 0.00
C -13.4948 -5.0191 -4.3252 0.51 -0.99 -0.09 -0.14
C -13.1370 -5.6601 -5.5401 0.08 2.30 1.15 -0.12
C -14.0653 -5.2259 -6.5063 -2.84 0.61 1.95 -0.10
C -15.1023 -4.5587 -5.7456 0.57 0.23 -1.14 -0.14
H -15.1857 -3.8842 -3.7230 0.07 -0.17 -0.28 0.15
H -12.9743 -4.9488 -3.3815 0.06 -0.24 -0.11 0.10
H -12.1716 -6.0772 -5.7861 -0.09 -0.21 0.34 0.08
H -14.0699 -5.4398 -7.5649 -0.17 0.00 0.15 0.08
H -16.0592 -4.0850 -5.9082 0.06 -0.23 -1.03 0.09
N -4.4932 7.3327 -2.1810 -1.44 -1.36 -0.69 0.00
C -5.5299 6.4539 -1.7649 1.21 1.04 0.44 -0.14
C -6.3125 6.0968 -2.8328 1.18 1.38 -0.94 -0.09
C -5.7470 6.8157 -3.9845 1.03 -0.42 1.01 -0.10
C -4.6085 7.4745 -3.5393 -0.87 0.16 0.05 -0.17
H -3.7524 7.7657 -1.6481 -0.42 -0.39 0.14 0.14
H -5.5544 6.2488 -0.7049 -0.33 -0.30 -0.16 0.10
H -7.1658 5.4349 -2.8485 0.11 0.13 0.16 0.09
H -6.0116 6.7876 -5.0312 -0.28 -0.16 0.18 0.08
H -3.8855 8.0906 -4.0532 -0.19 -0.07 -0.19 0.10
N -16.4045 -0.3059 6.6009 0.50 0.87 2.00 -0.01
C -15.8048 0.8520 7.1391 -1.46 -2.34 2.81 -0.08
C -15.9807 0.6807 8.5722 1.82 2.56 -2.57 -0.16
C -16.5658 -0.5090 8.8834 -1.24 -1.67 -2.05 -0.14
C -16.8763 -1.1341 7.6399 0.72 1.29 -0.06 -0.11
H -16.4740 -0.4615 5.6054 -0.08 -0.26 0.26 0.14
H -15.2643 1.5986 6.5762 -0.31 -0.18 -0.10 0.09
H -15.6667 1.3885 9.3250 0.18 0.14 -0.19 0.08
H -16.7624 -0.7913 9.9071 -0.23 -0.46 -0.31 0.09
H -17.4072 -2.0381 7.3805 0.13 0.05 0.16 0.09
N -19.8279 1.4000 -4.2420 -0.89 -2.58 1.40 0.00
C -19.6302 2.4497 -5.0149 1.12 1.53 -1.18 -0.18
C -20.5604 2.4616 -6.0245 -0.63 0.51 0.63 -0.12
C -21.5139 1.4421 -5.7162 2.17 -1.30 0.08 -0.10
C -20.9149 0.6808 -4.6751 -1.87 1.56 -1.15 -0.12
H -19.3321 1.1557 -3.3967 0.17 0.20 -0.27 0.16
H -18.7803 3.0869 -4.8200 -0.10 0.06 -0.17 0.11
H -20.5563 3.1787 -6.8321 -0.25 -0.03 0.09 0.08
H -22.3288 1.1567 -6.3650 -0.07 -0.11 0.29 0.08
H -21.3191 -0.2184 -4.2343 0.41 0.16 0.32 0.10
N -21.3487 -3.5776 1.6065 0.24 -0.31 -0.96 -0.02
C -21.7106 -4.7536 1.0087 -0.05 -0.43 1.71 -0.12
C -22.5997 -5.3599 1.9218 -0.55 0.54 -1.45 -0.11
C -22.9474 -4.4038 2.9305 1.67 -0.26 -0.23 -0.10
C -22.0428 -3.3795 2.7377 -0.18 1.26 0.48 -0.17
H -20.6446 -2.9481 1.2487 -0.22 -0.12 0.11 0.15
H -21.1693 -5.0009 0.1075 -0.40 -0.57 0.09 0.10
H -23.0809 -6.3212 1.8185 0.08 0.05 -0.22 0.08
H -23.6405 -4.5136 3.7515 0.14 -0.06 -0.12 0.09
H -21.7481 -2.4620 3.2252 -0.70 -0.09 0.58 0.11
N -17.0618 8.3069 4.2408 0.83 1.35 -0.51 0.02
C -16.6065 9.4460 3.6033 -0.39 0.62 -1.68 -0.14
C -15.9491 10.2938 4.4791 -0.82 -1.26 -0.33 -0.11
C -15.9745 9.5931 5.6863 0.35 -0.34 1.57 -0.14
C -16.6420 8.4067 5.5112 0.10 -0.76 1.25 -0.17
H -17.5374 7.4764 3.9179 0.17 0.53 -0.53 0.15
H -16.7745 9.6045 2.5483 -0.17 -0.13 0.06 0.10
H -15.5343 11.2864 4.3841 -0.08 -0.22 -0.56 0.09
H -15.4862 9.9385 6.5855 -0.20 -0.20 0.13 0.09
H -16.8396 7.5292 6.1089 0.21 0.40 0.58 0.11
N -21.0512 3.7292 2.6781 1.85 -1.77 0.24 -0.03
C -21.8591 4.2519 1.7440 -1.14 2.57 1.33 -0.14
C -22.6548 5.1290 2.4696 -0.63 -0.44 0.10 -0.13
C -22.4155 4.9485 3.8801 0.35 0.89 -1.51 -0.11
C -21.3031 4.1348 3.9919 -1.11 -0.21 -1.43 -0.11
H -20.4014 3.0243 2.3603 0.30 0.07 0.74 0.15
H -21.7409 4.2067 0.6714 0.23 -0.46 0.23 0.11
H -23.3268 5.8760 2.0737 -0.20 -0.28 -0.09 0.08
H -23.0327 5.5245 4.5537 0.56 -0.26 0.58 0.08
H -20.7221 3.7786 4.8297 -0.13 -0.10 -0.21 0.10
N -15.0809 -5.4548 3.3799 0.22 -1.28 0.70 0.01
C -15.8968 -6.4679 3.8752 1.55 0.30 0.96 -0.12
C -15.0603 -7.3083 4.6069 -2.53 -0.47 -0.33 -0.15
C -13.7600 -6.8811 4.4879 1.72 0.49 0.13 -0.15
C -13.7419 -5.7276 3.7611 -1.81 1.16 -0.96 -0.11
H -15.4730 -4.6367 2.9359 0.57 -0.09 -0.06 0.14
H -16.9762 -6.4686 3.8408 0.16 0.20 -0.29 0.10
H -15.4104 -8.1292 5.2151 0.04 -0.12 -0.21 0.09
H -12.8972 -7.3650 4.9214 0.00 0.12 -0.04 0.09
H -12.9784 -5.0237 3.4645 0.06 -0.28 0.07 0.10
N -10.5202 -2.3988 9.3822 2.15 -0.46 1.46 0.00
C -9.3498 -2.2922 8.6427 -0.47 0.87 -0.01 -0.15
C -8.2116 -2.3365 9.4574 -2.58 -0.87 0.20 -0.10
C -8.7354 -2.6740 10.7730 -1.15 0.64 -1.14 -0.11
C -10.1473 -2.6348 10.7074 1.33 -0.36 -0.62 -0.13
H -11.4616 -2.2642 9.0421 0.34 -0.13 0.03 0.14
H -9.5552 -2.1275 7.5953 0.75 0.16 -0.11 0.10
H -7.1806 -2.1952 9.1686 -0.19 -0.21 -0.06 0.08
H -8.0966 -2.9630 11.5945 -0.36 0.24 0.23 0.08
H -10.8968 -2.8692 11.4488 0.16 0.12 0.01 0.09
```
Positions in Å, forces in eV/Å.

Computed properties:
- E_HOMO (eV) = -3.0
- calculated total energy (Ha) = -3496.81823
- Kohn-Sham gap (eV) = 4.63
- charge = -1

=====

# C2H4O4P

A cluster of 2 separate species, C2H4O4P in total at a distorted geometry (ωB97M-V/def2-TZVPD, the OMol25 dataset).

Structure (XYZ):
```
11
Properties=species:S:1:pos:R:3:forces:R:3:lowdin_charge:R:1
C -0.2917 2.2315 0.8755 0.38 -1.84 1.38 -0.48
C 0.8115 0.0576 0.7639 -1.20 1.62 -0.50 -0.51
O -0.4898 2.3097 -0.3091 -0.06 1.59 0.12 0.02
O -0.3171 2.6705 1.9856 -0.06 -0.10 -1.26 0.08
O 1.8560 0.6521 -0.0345 1.58 -3.44 1.86 -0.15
O -0.7649 -0.0288 -1.3507 -0.26 1.40 1.05 -0.49
P -0.4820 -0.9335 0.0452 0.31 0.84 0.32 0.68
H 1.0099 -0.0036 1.8034 0.40 -0.18 0.82 0.00
H 1.3949 1.3242 -0.4202 -1.41 2.79 -2.07 -0.03
H -0.7967 0.9610 -0.9918 0.08 -2.57 -1.10 0.00
H 0.1983 -2.0176 -0.5675 0.23 -0.12 -0.63 -0.12
```
Positions in Å, forces in eV/Å.

Computed properties:
- E_HOMO (alpha / beta) (eV) = -2.6 / -2.6
- calculated total energy (Ha) = -720.92277
- energy relative to the best compared isomer or geometry (same formula, charge and spin) (eV) = 4.214
- Kohn-Sham gap (alpha / beta) (eV) = 6.53 / 6.53
- charge = -1